1.
This record from OMol25 describes a 2-piece molecular cluster, C6H12O2 overall in a non-equilibrium geometry. The level of theory is ωB97M-V/def2-TZVPD.

The geometry in XYZ format:
```
20
Properties=species:S:1:pos:R:3:forces:R:3:nbo_charge:R:1
C -2.27794 1.29664 -1.77083 0.408 1.638 -2.487 -0.61
C -0.70718 1.30689 -2.06258 -1.630 0.530 1.597 -0.43
C 0.01108 0.71365 -0.81471 -0.463 1.725 -2.404 -0.17
C 0.33512 -0.55900 -0.70326 0.857 -0.501 2.644 -0.22
C 1.14922 -1.16790 0.43265 0.974 1.741 0.876 -0.36
C 1.08975 -2.44574 0.83059 -2.501 -0.807 -2.057 0.16
O 1.91936 -3.06098 1.69350 -0.674 -0.534 0.064 -0.67
H -2.74123 2.23490 -2.23004 0.643 -0.826 1.006 0.20
H -2.37328 1.28321 -0.71121 -0.681 -0.045 0.719 0.21
H -2.88579 0.54916 -2.30075 0.644 -0.472 0.595 0.21
H -0.43567 2.37154 -2.17596 0.076 -0.381 0.422 0.20
H -0.48199 0.92694 -3.02794 0.325 -1.091 -0.624 0.21
H 0.18510 1.57314 -0.17449 0.674 -0.710 0.721 0.20
H -0.10929 -1.23820 -1.39087 0.095 -0.596 -0.722 0.20
H 1.91389 -0.47040 1.05354 -1.722 -1.450 -1.761 0.20
H 0.22287 -3.14313 0.37548 2.353 1.390 1.192 0.18
H 2.64944 -2.47380 1.85443 0.645 0.423 0.268 0.48
O 1.20784 0.89416 3.76312 0.648 0.597 0.281 -0.94
H 0.93700 0.08691 3.35645 -0.271 -0.931 -0.494 0.47
H 0.39170 1.32200 4.00288 -0.401 0.300 0.164 0.47
```
Forces are in eV/Å.

Calculated values
Total energy in eV: -10509.1816

***

2.
This record from OMol25 describes C26H22N7O6S2V as an isolated structure in a non-equilibrium geometry. The level of theory is ωB97M-V/def2-TZVPD.

The geometry in XYZ format:
```
64
Properties=species:S:1:pos:R:3:forces:R:3:mulliken_spin:R:1
V -0.07018 -0.15901 0.70341 0.730 0.597 -0.156 0.89
O -3.58421 1.64031 0.77413 0.479 -0.374 -0.120 0.04
C -2.64991 0.84474 0.69091 -1.815 0.129 0.029 0.02
O -1.40046 1.10677 0.82298 -1.354 2.160 0.410 -0.02
C -2.82962 -0.62194 0.43579 -0.970 0.036 0.044 0.03
C -3.99436 -1.36291 0.25948 0.662 0.398 0.068 -0.02
C -3.88460 -2.73995 0.10500 -0.132 -0.131 -0.097 0.04
C -2.62631 -3.33664 0.13690 0.606 0.457 0.005 -0.01
C -1.50840 -2.52487 0.30519 -0.264 -0.982 -0.220 0.05
N -1.62238 -1.19777 0.43920 -1.361 -0.910 0.429 -0.09
C -0.04212 -2.88064 0.38659 -0.825 -1.827 -0.335 0.00
O 0.37161 -4.03226 0.37153 -0.093 0.585 0.017 0.03
O 0.62980 -1.79163 0.45705 2.042 -2.320 -0.382 -0.01
H -4.94728 -0.85852 0.24908 -0.087 0.104 0.036 0.00
H -4.77100 -3.34350 -0.04095 -0.004 -0.018 0.027 0.00
H -2.49478 -4.40125 0.02925 0.070 -0.117 0.012 0.00
N -0.29578 3.41502 7.05835 -0.161 0.124 0.276 0.00
C 0.25737 3.05878 5.84566 0.204 -0.250 -0.278 0.00
C -0.55819 2.59088 4.81072 0.087 0.063 0.023 0.00
C 0.00285 2.05190 3.67282 -0.162 0.059 -0.034 0.02
C 1.38029 1.99999 3.53652 0.100 -0.361 -0.468 -0.01
C 2.19988 2.50373 4.53068 0.110 -0.027 -0.256 0.00
C 1.64332 3.05169 5.67217 -0.135 0.009 -0.010 0.00
S 2.01299 0.87746 2.29014 1.243 0.793 0.887 -0.01
O 3.44727 0.97949 2.22779 -0.200 0.168 0.079 0.00
O 1.47778 -0.38691 2.75247 -0.750 -0.189 -0.515 0.00
N 1.29283 1.16440 0.87353 1.149 0.450 2.074 0.03
C 1.89835 1.65751 -0.20242 1.142 1.025 -1.629 0.01
N 1.43892 1.16154 -1.37602 -0.247 -0.256 0.714 0.01
C 2.02544 1.56498 -2.48122 0.250 0.247 -0.304 0.00
C 3.07155 2.48042 -2.47972 -0.125 -0.066 0.090 0.00
C 3.43300 2.97309 -1.23288 0.020 -0.003 -0.333 0.00
N 2.86136 2.58568 -0.11162 -0.253 -0.042 0.420 0.00
H -1.28291 3.60891 7.06357 0.087 0.122 0.060 0.00
H 0.26690 3.97907 7.67171 -0.118 0.062 -0.029 0.00
H -1.63358 2.61231 4.91955 -0.100 -0.012 0.032 0.00
H -0.62443 1.63491 2.89391 -0.098 0.123 0.041 -0.02
H 3.27016 2.42296 4.41675 0.120 0.036 -0.008 0.00
H 2.28364 3.43250 6.45730 0.038 -0.015 0.065 0.00
H 1.64423 1.13163 -3.40058 -0.003 0.011 -0.046 0.00
H 3.55004 2.79652 -3.39256 0.047 0.031 -0.034 0.00
H 4.20770 3.72510 -1.11846 0.049 0.002 -0.115 0.00
N 0.06887 -1.49523 -2.59286 -0.233 0.405 0.232 0.00
C 0.70611 -2.63787 -3.00272 0.280 -0.188 -0.329 0.00
C 0.03651 -3.59831 -3.77158 -0.087 0.094 0.153 0.00
C 0.71119 -4.68801 -4.28608 0.006 -0.015 0.022 0.00
C 2.06225 -4.85699 -4.03493 0.153 -0.204 -0.140 0.00
C 2.73423 -3.91679 -3.26852 -0.002 -0.039 -0.057 0.00
C 2.07317 -2.81555 -2.76576 -0.129 0.079 0.111 0.00
H -0.93204 -1.54245 -2.47981 0.118 0.084 0.009 0.00
H 0.51586 -0.90468 -1.89249 -0.118 -0.290 -0.335 -0.02
H -1.02344 -3.47947 -3.95359 -0.094 0.047 -0.054 0.00
H 0.18371 -5.41028 -4.89717 -0.058 -0.017 0.045 0.00
H 2.58615 -5.71533 -4.43332 0.033 -0.026 -0.003 0.00
H 3.78746 -4.05163 -3.06678 0.081 0.035 0.064 0.00
H 2.58701 -2.08408 -2.15829 0.100 0.037 0.073 0.00
S -3.76842 1.81364 -3.51616 0.501 -0.214 0.368 0.00
C -2.61089 2.83354 -2.75468 -0.148 -0.148 -0.102 0.00
C -1.73776 2.09288 -2.02389 -0.129 0.698 -0.260 0.00
N -1.95336 0.75560 -2.05932 0.442 -0.623 0.150 0.01
C -2.96097 0.45727 -2.78944 -0.747 0.405 -0.575 0.00
H -2.66304 3.89582 -2.88275 0.078 0.219 0.066 0.00
H -0.92505 2.46956 -1.42880 0.044 0.121 0.069 0.00
H -3.32428 -0.53612 -2.96477 -0.072 -0.348 0.025 0.00
```
Forces are in eV/Å.

Calculated values
Total energy in eV: -97396.1246
2S+1: 2
Charge: -1

***

3.
This record from OMol25 describes C13H6Cl5NO4Pt as an isolated structure in a non-equilibrium geometry. The level of theory is ωB97M-V/def2-TZVPD.

The geometry in XYZ format:
```
30
Properties=species:S:1:pos:R:3:forces:R:3:mulliken_spin:R:1
Pt 0.11884 0.15513 0.26329 1.806 -1.328 0.029 1.21
Cl 4.18073 -5.25192 2.34621 0.004 -0.078 0.039 0.00
C 3.65550 -3.68680 1.80166 0.046 0.174 -0.110 0.00
C 4.57000 -2.67860 1.58593 -0.171 -0.094 0.073 0.00
Cl 6.25835 -2.94959 1.90562 0.086 0.019 -0.038 0.00
C 4.11722 -1.42299 1.14286 0.067 -0.001 0.016 0.01
Cl 5.27420 -0.15039 0.85719 -0.008 0.075 -0.011 0.00
C 2.76830 -1.12448 0.91820 0.006 -0.188 0.072 -0.05
O 2.36773 0.03545 0.53325 -0.347 0.172 -0.170 0.04
C 1.80116 -2.19487 1.14098 0.250 -0.063 -0.061 0.01
O 0.54564 -1.98695 0.93337 -0.228 0.537 -0.109 0.12
C 2.29236 -3.43507 1.56426 -0.063 0.021 0.059 0.04
Cl 1.12378 -4.70161 1.83305 -0.038 -0.010 -0.025 0.00
O -1.40015 1.27871 1.76911 -0.528 -0.069 0.147 0.02
N -1.75180 0.49402 0.82708 -0.699 0.724 -0.330 0.21
O -2.76669 0.71900 0.16285 -0.063 -0.085 0.388 0.10
Cl -0.33394 2.65215 -1.92719 0.064 0.137 0.025 0.01
C -1.16136 1.37115 -2.76222 0.126 -0.488 -0.049 0.06
C -2.24701 1.69386 -3.54950 -0.034 -0.046 -0.038 -0.02
C -2.93244 0.69173 -4.22358 -0.068 0.120 -0.026 0.06
C -2.51569 -0.62516 -4.08545 -0.102 -0.033 -0.065 -0.03
C -1.42700 -0.93770 -3.29419 -0.020 0.076 0.122 0.05
C -0.69485 0.04462 -2.60415 0.020 0.226 -0.198 -0.08
C 0.47325 -0.29542 -1.79309 -0.129 0.324 0.182 0.24
H -2.55993 2.72658 -3.63393 0.022 0.013 0.054 0.00
H -3.79163 0.94561 -4.83297 0.008 -0.029 -0.013 0.01
H -3.05250 -1.40696 -4.61226 0.032 -0.054 0.059 0.00
H -1.11516 -1.96871 -3.17567 0.014 -0.005 -0.039 0.00
H 1.32658 0.35792 -1.98773 0.000 -0.020 -0.004 -0.01
H 0.76347 -1.34025 -1.88580 -0.052 -0.027 0.021 0.00
```
Forces are in eV/Å.

Calculated values
Total energy in eV: -89114.7906
2S+1: 3
Charge: -2